No. 1
The following is a quantum chemistry calculation of the molecule C3HNO2 at a distorted geometry, from the OMol25 dataset.

The geometry in XYZ format:
```
7
Properties=species:S:1:pos:R:3:nbo_charge:R:1
C 0.544 -0.420 -0.604 0.570
C 0.173 -0.349 0.903 0.311
C -0.657 0.880 -0.666 -0.005
O 0.728 -1.205 -1.440 -0.361
O -0.134 -1.369 1.456 -0.437
N -1.100 1.872 -1.050 -0.273
H 0.446 0.590 1.401 0.196
```

Computed properties:
- multiplicity = 1
- ΔE to the lowest compared entry with this formula, charge and spin (eV) = 2.006
- SMILES = N#CC(=O)C=O



No. 2
The following is a quantum chemistry calculation of a structure of composition C6H10N2OS at a distorted geometry, from the OMol25 dataset.

The geometry in XYZ format:
```
20
Properties=species:S:1:pos:R:3:nbo_charge:R:1
C 1.888 -0.578 -2.638 -0.287
C 1.925 -0.477 -1.192 -0.382
C 0.593 -0.631 -3.028 -0.087
C 0.608 -0.624 -0.768 -0.042
C -1.930 0.871 1.509 -0.425
C 0.321 1.068 2.265 -0.427
N -0.166 -0.907 -1.838 -0.571
N -0.789 0.124 1.863 -0.663
O -1.608 -1.814 0.727 -0.947
S -0.381 -1.337 1.228 1.512
H 2.664 -0.229 -3.207 0.210
H 2.769 -0.530 -0.575 0.214
H 0.255 -0.680 -4.051 0.215
H -2.113 1.443 2.375 0.203
H -1.890 1.497 0.609 0.193
H -2.893 0.147 1.365 0.229
H 0.943 1.086 1.396 0.220
H -0.066 1.916 2.699 0.215
H 1.047 0.560 2.993 0.205
H -1.174 -0.904 -1.730 0.415
```

Computed properties:
- multiplicity = 1
- ΔE to the lowest compared entry with this formula, charge and spin (eV) = 4.772



No. 3
The following is a quantum chemistry calculation of a structure of composition C2H3INO4S at a distorted geometry, from the OMol25 dataset.

The geometry in XYZ format:
```
12
Properties=species:S:1:pos:R:3:nbo_charge:R:1
C 0.676 -0.636 -0.726 0.628
C -0.580 -0.116 -1.289 -0.405
N 1.288 0.799 1.435 -0.357
O 0.278 -1.461 0.246 -0.722
O 1.865 -0.376 -0.910 -0.667
O -2.193 -1.817 0.050 -0.968
O 0.178 1.172 0.841 -0.349
S -1.378 -0.683 0.263 1.476
I -2.861 1.571 -0.269 -0.605
H -0.803 0.478 -2.126 0.235
H 1.396 -0.312 1.350 0.391
H 2.134 1.382 1.135 0.343
```

Computed properties:
- multiplicity = 1
- ΔE to the lowest compared entry with this formula, charge and spin (eV) = 3.550
- total charge = -1



No. 4
The following is a quantum chemistry calculation of a cluster of 2 separate species, C10H15BO5P in total at a distorted geometry, from the OMol25 dataset.

The geometry in XYZ format:
```
32
Properties=species:S:1:pos:R:3:nbo_charge:R:1
C -0.471 -5.146 -0.064 -0.540
C -1.032 -3.929 -0.235 -0.082
C -0.290 -2.731 -0.706 -0.667
B -0.219 -1.596 0.516 -0.468
P 1.543 -1.687 1.342 0.762
C 1.423 -3.043 2.593 -0.964
O 1.650 -0.267 2.299 -1.001
H 0.262 -5.482 -0.794 0.177
H -0.664 -5.775 0.800 0.184
H -2.097 -3.786 -0.050 0.175
H -0.766 -2.269 -1.581 0.201
H 0.715 -3.033 -1.027 0.198
H -0.312 -0.478 0.016 -0.043
H -1.125 -1.708 1.331 -0.037
H 0.410 -3.179 2.979 0.211
H 2.108 -2.837 3.420 0.210
H 1.749 -3.960 2.098 0.224
H 2.515 0.098 2.114 0.469
C 0.823 3.513 -1.867 -0.428
C 0.697 2.777 -0.744 0.371
C -0.544 2.857 0.131 0.464
O -0.569 2.178 1.131 -0.475
C -1.613 3.762 -0.271 -0.381
C -1.475 4.478 -1.390 0.307
C -0.244 4.389 -2.263 0.473
O -0.243 5.090 -3.268 -0.587
O -2.386 5.337 -1.849 -0.647
O 1.633 1.955 -0.331 -0.620
H 1.703 3.463 -2.493 0.237
H -2.488 3.824 0.361 0.238
H -1.997 5.694 -2.674 0.503
H 1.306 1.491 0.477 0.537
```

Computed properties:
- multiplicity = 1
- E_tot (Eh) = -1132.44545
- total charge = -1



No. 5
The following is a quantum chemistry calculation of a cluster of 2 separate species, CH3FNO2S in total at a distorted geometry, from the OMol25 dataset.

The geometry in XYZ format:
```
9
Properties=species:S:1:pos:R:3:nbo_charge:R:1
C 1.936 -1.206 -1.156 -0.306
N -0.956 -0.035 0.656 -1.044
O 2.142 1.048 0.179 -0.967
O 2.105 -1.031 1.508 -0.952
F 1.482 -2.506 -1.038 -0.385
S 1.631 -0.313 0.335 1.905
H 1.331 -0.736 -1.941 0.137
H -0.863 -0.085 1.670 0.306
H -0.871 0.961 0.439 0.305
```

Computed properties:
- multiplicity = 1
- ΔE to the lowest compared entry with this formula, charge and spin (eV) = 3.872
- total charge = -1



No. 6
The following is a quantum chemistry calculation of the ion C8H9N2S with charge +1 at a distorted geometry, from the OMol25 dataset.

The geometry in XYZ format:
```
20
Properties=species:S:1:pos:R:3:nbo_charge:R:1
C -2.070 1.615 0.185 -0.267
C -3.346 1.145 0.252 -0.282
C 0.377 -1.140 -0.548 0.039
C -1.041 0.657 0.043 -0.124
C 0.239 0.450 -0.302 0.081
C -1.706 -0.651 -0.074 0.124
C 2.554 -1.760 0.354 0.149
C 1.461 1.330 -0.234 -0.681
N -0.997 -1.671 -0.395 -0.461
N 1.254 -1.755 0.426 -0.362
S -3.429 -0.589 0.110 0.421
H -1.784 2.709 0.152 0.249
H -4.362 1.539 0.271 0.267
H 0.841 -1.281 -1.487 0.228
H 3.110 -2.042 1.154 0.227
H 2.905 -1.486 -0.541 0.206
H 2.184 1.154 -0.904 0.224
H 1.842 1.336 0.700 0.236
H 1.357 2.443 -0.292 0.268
H 0.610 -2.005 1.131 0.457
```

Computed properties:
- multiplicity = 1
- ΔE to the lowest compared entry with this formula, charge and spin (eV) = 4.324
- SMILES = C=[NH+][C@H]1N=c2sccc2=C1C
- total charge = +1



Sequential molar mass output: 83.05; 158.23; 264.02; 257.01; 112.11; 165.24 g/mol